C37H34B2F4NO23S | wB97M-V/def2-TZVPD

XYZ file:
```
102
Properties=species:S:1:pos:R:3
C 5.97 0.93 -0.46
C 4.61 1.78 -0.44
B 3.39 0.78 -0.66
O 3.60 -0.58 -0.34
N 2.01 1.20 -1.21
C 1.91 1.11 -2.59
C 3.08 0.66 -3.54
C 4.13 1.83 -3.81
O 3.75 2.72 -4.50
F 5.40 1.82 -3.31
C 0.66 1.48 -3.26
C -0.49 1.90 -2.44
C -1.77 2.29 -3.27
B -1.94 3.90 -3.23
O -3.20 4.47 -2.84
O -0.89 4.77 -3.58
C -0.38 1.96 -0.96
C -1.58 2.37 -0.04
O -2.87 2.27 -0.61
C -3.51 1.00 -0.34
C 0.95 1.62 -0.38
S 1.32 1.70 1.41
O 2.43 2.62 1.72
O 0.21 2.22 2.21
C 1.61 -0.02 2.14
F 0.79 -0.23 3.20
F 2.91 -0.22 2.47
F 1.19 -0.92 1.16
H 5.97 0.15 0.35
H 6.85 1.61 -0.23
H 6.13 0.39 -1.43
H 4.63 2.64 -1.17
H 4.61 2.27 0.58
H 3.00 -1.13 -0.88
H 2.64 0.46 -4.56
H 3.57 -0.31 -3.24
H 0.58 1.42 -4.37
H -2.69 1.74 -2.92
H -1.64 2.01 -4.36
H -3.12 4.57 -1.86
H -1.06 5.64 -3.19
H -1.58 1.65 0.83
H -1.39 3.39 0.41
H -4.34 0.89 -1.10
H -2.73 0.18 -0.46
H -3.92 1.00 0.70
C 2.79 -6.31 2.64
C 3.58 -5.53 1.90
C 3.08 -4.26 1.31
O 3.84 -3.56 0.65
C 1.69 -3.89 1.54
C 0.89 -4.67 2.28
C 1.40 -5.94 2.90
O 0.65 -6.61 3.58
O -0.39 -4.35 2.51
O 4.86 -5.86 1.65
H 3.14 -7.24 3.08
H 1.34 -2.97 1.09
H -0.75 -5.07 3.07
H 5.22 -5.14 1.09
C 4.81 6.13 -3.74
C 5.18 7.31 -4.23
C 5.22 8.54 -3.38
O 5.58 9.59 -3.86
C 4.81 8.41 -1.98
C 4.43 7.23 -1.49
C 4.42 6.00 -2.34
O 4.09 4.93 -1.84
O 4.05 7.09 -0.20
O 5.54 7.46 -5.52
H 4.77 5.23 -4.35
H 4.83 9.31 -1.37
H 3.83 6.14 -0.09
H 5.76 8.40 -5.63
C -2.80 -8.08 1.18
C -3.54 -8.66 0.23
C -4.83 -8.05 -0.23
O -5.46 -8.60 -1.11
C -5.28 -6.83 0.43
C -4.54 -6.26 1.39
C -3.24 -6.85 1.82
O -2.59 -6.29 2.68
O -4.94 -5.13 2.01
O -3.15 -9.80 -0.37
H -1.86 -8.51 1.52
H -6.23 -6.41 0.11
H -4.24 -4.92 2.65
H -3.85 -10.00 -1.02
C -5.40 0.82 3.39
C -5.79 0.93 4.66
C -6.91 0.11 5.21
O -7.22 0.22 6.38
C -7.59 -0.82 4.30
C -7.20 -0.92 3.03
C -6.06 -0.11 2.49
O -5.73 -0.26 1.32
O -7.81 -1.76 2.17
O -5.19 1.79 5.51
H -4.59 1.41 2.98
H -8.41 -1.40 4.70
H -7.35 -1.65 1.32
H -5.65 1.68 6.37
```

* relative energy (zero: lowest compared OMol25 entry of this formula, charge and spin): 54.0 kcal/mol
* E_LUMO: -0.1855 Eh
* energy: -110552.516 eV
* total charge: +1
* spin multiplicity: 1

Atomic partial charges in e from the Mulliken method, atoms 1 to 5: -1.2746, 0.3516, -0.3271, -0.4401, 0.2653

C37H34Cl4N4O2Pt | wB97M-V/def2-TZVPD

XYZ file:
```
82
Properties=species:S:1:pos:R:3
Pt -0.56 -0.69 0.05
C -4.09 4.31 -3.27
C -2.83 4.05 -4.05
C -2.53 4.77 -5.20
C -1.36 4.55 -5.92
C -0.49 3.55 -5.50
C -0.78 2.80 -4.37
C -1.93 3.06 -3.63
N -2.27 2.29 -2.49
C -1.43 1.68 -1.60
N -0.22 2.24 -1.48
C 0.95 1.73 -0.89
C 1.01 0.45 -0.36
C 2.25 -0.01 0.09
C 3.38 0.79 0.05
C 3.28 2.09 -0.45
C 2.08 2.56 -0.95
C 2.00 3.94 -1.56
N -1.86 0.70 -0.86
C -3.13 0.14 -1.17
C -4.17 0.34 -0.27
C -5.43 -0.18 -0.51
C -5.66 -0.92 -1.66
C -4.61 -1.15 -2.55
C -3.33 -0.64 -2.32
C -2.20 -0.94 -3.26
H -4.61 5.19 -3.66
H -3.88 4.47 -2.22
H -4.79 3.46 -3.34
H -3.22 5.54 -5.53
H -1.14 5.14 -6.80
H 0.41 3.35 -6.06
H -0.11 2.00 -4.07
H -3.25 2.10 -2.36
H -0.10 3.07 -2.02
H 2.33 -1.02 0.45
H 4.32 0.42 0.43
H 4.15 2.73 -0.46
H 2.95 4.46 -1.43
H 1.22 4.55 -1.10
H 1.81 3.89 -2.64
H -3.97 0.91 0.63
H -6.24 0.00 0.19
H -6.64 -1.33 -1.87
H -4.78 -1.74 -3.44
H -2.44 -1.80 -3.88
H -1.29 -1.16 -2.70
H -1.98 -0.09 -3.91
Cl -2.63 -3.49 2.71
C -3.40 -2.77 1.30
Cl -2.28 -2.60 -0.08
H -3.77 -1.79 1.56
H -4.19 -3.43 0.97
Cl 3.08 -4.24 0.38
C 3.37 -4.73 2.02
C 3.46 -6.09 2.28
C 3.72 -6.53 3.57
C 3.87 -5.60 4.57
C 3.77 -4.24 4.31
Cl 4.00 -3.18 5.68
C 3.51 -3.75 3.02
N 3.44 -2.42 2.65
C 3.26 -1.26 3.47
C 4.33 -0.40 3.64
C 4.20 0.76 4.39
C 2.97 1.06 4.96
C 1.90 0.20 4.78
C 2.02 -0.96 4.04
C 0.83 -1.86 3.83
C 0.19 -1.53 2.49
O -0.73 -0.71 2.45
O 0.66 -2.09 1.43
H 3.34 -6.79 1.47
H 3.80 -7.59 3.78
H 4.08 -5.91 5.59
H 3.03 -2.31 1.73
H 5.28 -0.66 3.19
H 5.05 1.42 4.52
H 2.85 1.97 5.54
H 0.93 0.44 5.22
H 0.09 -1.67 4.61
H 1.12 -2.91 3.86
```

* E_LUMO: 0.0124 Eh
* energy: -102314.532 eV
* total charge: 0
* spin multiplicity: 1

Atomic partial charges in e from the Mulliken method, atoms 1 to 5: 0.6605, -1.6279, 0.7125, -0.6701, -0.7276

C37H34F12IrN4O2S | wB97M-V/def2-TZVPD

XYZ file:
```
91
Properties=species:S:1:pos:R:3
Ir 0.70 0.10 0.53
C -5.73 0.84 2.02
C -4.23 1.01 2.08
C -3.63 2.27 2.00
C -2.25 2.39 2.01
C -1.41 1.28 2.12
N -0.04 1.42 1.99
C 0.60 2.42 2.69
C 0.09 2.86 3.94
C 0.71 3.83 4.68
C 1.88 4.46 4.23
C 2.56 5.53 5.05
C 2.37 4.05 3.02
C 1.78 3.05 2.25
C 3.42 1.47 1.01
O 2.80 0.35 1.20
C 4.61 1.62 2.00
F 5.30 2.77 1.83
F 5.48 0.61 1.81
F 4.22 1.57 3.28
C 2.47 2.69 0.96
F 1.55 2.35 -0.04
F 3.13 3.78 0.48
F 4.10 1.53 -0.26
C -2.00 0.01 2.25
C -3.39 -0.09 2.21
C -1.07 -1.22 2.43
O -0.12 -1.42 1.46
C -0.41 -1.14 3.87
F -1.26 -0.59 4.77
F -0.09 -2.36 4.35
F 0.70 -0.43 3.87
C -1.89 -2.55 2.40
F -1.10 -3.63 2.42
F -2.77 -2.68 3.40
F -2.59 -2.65 1.23
H -6.24 1.80 2.12
H -6.08 0.18 2.81
H -6.04 0.40 1.06
H -4.25 3.16 1.90
H -1.79 3.36 1.92
H -0.80 2.38 4.32
H 0.29 4.11 5.65
H 1.87 6.35 5.30
H 3.41 5.96 4.51
H 2.94 5.13 6.00
H 3.27 4.52 2.63
H -3.88 -1.05 2.30
N 3.32 -1.07 -1.55
C 3.18 -0.60 -2.85
C 4.19 -0.89 -3.77
C 4.13 -0.45 -5.08
C 3.03 0.29 -5.51
C 2.01 0.54 -4.61
C 2.04 0.11 -3.28
C 0.86 0.43 -2.42
C 0.19 1.59 -2.59
C -1.07 1.90 -1.93
C -1.63 1.03 -1.08
C -0.94 -0.22 -0.78
C 0.30 -0.53 -1.46
H 4.25 -1.35 -1.31
H 2.87 -0.55 -0.81
H 5.05 -1.46 -3.43
H 4.95 -0.67 -5.76
H 2.98 0.66 -6.53
H 1.13 1.06 -4.96
H 0.62 2.34 -3.25
H -1.56 2.85 -2.13
H -2.59 1.23 -0.61
H -1.46 -1.01 -0.26
C -1.38 -3.41 -5.80
C -0.87 -3.70 -4.41
N -1.33 -2.65 -3.48
C -0.82 -2.81 -2.18
S 0.76 -2.34 -1.69
N -1.57 -3.38 -1.28
C -2.84 -4.07 -1.50
C -2.68 -5.58 -1.37
H -1.05 -4.18 -6.49
H -0.99 -2.45 -6.16
H -2.47 -3.36 -5.81
H 0.23 -3.77 -4.40
H -1.26 -4.66 -4.05
H -1.02 -1.75 -3.82
H -1.11 -3.52 -0.39
H -3.20 -3.79 -2.49
H -3.55 -3.71 -0.76
H -1.98 -5.97 -2.11
H -3.64 -6.07 -1.51
H -2.29 -5.84 -0.38
```

* relative energy (zero: lowest compared OMol25 entry of this formula, charge and spin): 120.8 kcal/mol
* E_LUMO (spin up / spin down): 0.0726 / 0.0727 Eh
* energy: -95262.392 eV
* total charge: -1
* spin multiplicity: 1

Atomic partial charges in e from the Mulliken method, atoms 1 to 5: 3.0079, -1.6238, 0.5949, -1.1074, -0.1019

C37H35AsO4SV | wB97M-V/def2-TZVPD

XYZ file:
```
79
Properties=species:S:1:pos:R:3
V 0.75 -0.63 -0.56
S 2.89 -0.41 -1.03
C 3.54 1.16 -1.56
C 4.91 1.36 -1.67
C 5.34 2.61 -2.10
C 4.43 3.62 -2.41
C 3.06 3.40 -2.30
C 2.63 2.15 -1.88
As 0.83 1.61 -1.71
C 0.07 1.32 -3.42
C 0.94 1.34 -4.51
C 0.44 1.15 -5.79
C -0.92 0.93 -5.97
C -1.78 0.90 -4.88
C -1.29 1.09 -3.60
C -0.04 2.91 -0.64
C 0.61 3.29 0.54
C 0.07 4.30 1.32
C -1.11 4.93 0.91
C -1.74 4.55 -0.26
C -1.21 3.53 -1.05
H 5.62 0.59 -1.42
H 6.40 2.80 -2.19
H 4.79 4.58 -2.75
H 2.36 4.18 -2.55
H 2.00 1.51 -4.38
H 1.11 1.17 -6.63
H -1.31 0.79 -6.97
H -2.84 0.74 -5.04
H -1.98 1.07 -2.76
H 1.55 2.83 0.84
H 0.57 4.62 2.22
H -1.52 5.72 1.51
H -2.64 5.06 -0.58
H -1.69 3.27 -1.98
C -2.29 -7.21 -2.30
O -1.24 -6.21 -2.26
C -1.52 -4.97 -1.92
C -2.81 -4.51 -1.58
C -2.99 -3.20 -1.26
C -1.91 -2.28 -1.22
C -2.11 -0.93 -0.87
C -3.47 -0.33 -0.71
O -1.14 -0.11 -0.67
C -0.64 -2.80 -1.60
O 0.41 -1.89 -1.70
C -0.42 -4.09 -1.93
H -1.77 -8.14 -2.53
H -3.00 -6.96 -3.09
H -2.78 -7.28 -1.33
H -3.66 -5.18 -1.59
H -3.98 -2.85 -1.00
H -4.02 -0.82 0.10
H -4.05 -0.46 -1.62
H -3.37 0.73 -0.47
H 0.55 -4.45 -2.26
C -0.26 0.47 7.58
C 0.10 0.02 6.21
C 1.06 -0.98 6.00
C 1.40 -1.39 4.74
C 2.44 -2.46 4.58
C 0.75 -0.74 3.60
C 1.22 -1.11 2.38
O 0.84 -0.58 1.22
C -0.27 0.27 3.82
C -1.02 0.91 2.69
C -0.56 0.61 5.11
H 0.26 -0.10 8.35
H -1.33 0.38 7.73
H -0.01 1.53 7.69
H 1.53 -1.43 6.87
H 2.66 -2.91 5.54
H 3.37 -2.04 4.19
H 2.11 -3.26 3.92
H 1.99 -1.87 2.27
H -1.48 0.16 2.05
H -0.35 1.51 2.07
H -1.79 1.56 3.09
H -1.32 1.36 5.31
```

* relative energy (zero: lowest compared OMol25 entry of this formula, charge and spin): 0.0 kcal/mol
* E_LUMO (spin up / spin down): -0.3739 / -0.3741 Eh
* energy: -144463.456 eV
* total charge: +3
* spin multiplicity: 1

Atomic partial charges in e from the Mulliken method, atoms 1 to 5: 0.3830, -0.2833, 1.1397, -0.7308, -0.5833